--- a ---
Entry from the Open Molecules 2025 dataset: an isolated molecule of C7H10N4O3 (wB97M-V/def2-TZVPD).

Geometry (Å):
C 3.026 -1.193 -1.208
O 1.987 -0.322 -0.845
C 1.813 -0.160 0.486
O 2.539 -0.678 1.261
C 0.476 0.527 0.900
O 0.568 1.499 1.897
N -0.243 -0.670 1.427
C -1.566 -0.583 0.960
N -2.641 -1.432 0.807
C -3.310 -0.925 -0.228
N -2.661 0.123 -0.860
C -1.563 0.312 -0.077
N -0.451 1.067 -0.088
C -0.280 2.004 -1.186
H 3.171 -2.050 -0.416
H 4.005 -0.689 -1.140
H 2.999 -1.674 -2.238
H 0.401 2.300 1.525
H -0.097 -0.806 2.455
H -3.071 -2.133 1.467
H -4.254 -1.221 -0.593
H -0.165 1.534 -2.220
H -1.275 2.518 -1.116
H 0.594 2.655 -0.967

Computed properties:
SMILES = COC(=O)[C@]1(O)Nc2[nH]cnc2N1C
net charge = 0
HOMO-LUMO gap = 0.278 Ha

---

--- b ---
Entry from the Open Molecules 2025 dataset: an isolated molecule of C7H10N4O3 (wB97M-V/def2-TZVPD).

Geometry (Å):
C 2.078 -3.716 -0.237
C 2.485 -2.597 -1.112
N 1.975 -1.306 -0.696
C 1.100 -0.464 -1.344
O 1.223 -0.195 -2.474
N 0.123 0.270 -0.637
C -0.224 0.319 0.729
O 0.269 -0.561 1.441
C -1.213 1.300 1.192
C -1.608 1.188 2.594
N -1.789 1.156 3.749
N -1.647 2.237 0.304
O -2.368 3.216 0.940
C -3.209 3.962 0.073
H 2.629 -3.492 0.673
H 2.394 -4.643 -0.651
H 0.967 -3.679 -0.145
H 2.210 -2.796 -2.156
H 3.571 -2.551 -1.136
H 1.768 -1.167 0.338
H -0.304 1.036 -1.157
H -4.156 3.505 0.241
H -3.357 5.027 0.466
H -2.916 3.952 -0.997

Computed properties:
SMILES = CCNC(=O)NC(=O)/C(C#N)=N/OC
net charge = 0
HOMO-LUMO gap = 0.298 Ha

---

The most stable of them is a.

---

--- a ---
Entry from the Open Molecules 2025 dataset: a cluster of 2 separate species, C2H4BrCl in total (wB97M-V/def2-TZVPD).

Geometry (Å):
C 0.627 -0.249 -0.571
C -0.294 -0.161 0.583
Cl 1.485 1.297 -0.819
Br -1.418 -1.648 0.814
H 0.113 -0.502 -1.498
H 1.399 -1.001 -0.366
H -1.655 1.376 0.321
H 0.083 0.231 1.516

Computed properties:
net charge = 0
HOMO-LUMO gap (alpha / beta) = 0.318 / 0.338 Ha

---

--- b ---
Entry from the Open Molecules 2025 dataset: an isolated molecule of C2H4BrCl (wB97M-V/def2-TZVPD).

Geometry (Å):
C 0.751 -0.307 0.280
C -0.527 0.304 -0.287
Cl -0.832 1.905 0.023
Br -2.211 -0.847 0.006
H 0.700 -0.435 1.363
H 0.839 -1.331 -0.073
H 1.697 0.253 0.034
H -0.417 0.458 -1.347

Computed properties:
SMILES = C[C@H](Cl)Br
net charge = 0
HOMO-LUMO gap = 0.403 Ha

---

The most stable of them is b.

---

--- a ---
Entry from the Open Molecules 2025 dataset: an isolated molecule of C5H6S3 (wB97M-V/def2-TZVPD).

Geometry (Å):
C 1.581 -1.150 0.059
C 0.827 0.789 0.116
C -0.250 -0.221 0.283
C 1.975 0.090 0.710
C -1.302 -0.166 -0.763
S 1.822 -2.497 -0.635
S 0.850 2.060 -0.984
S 3.693 0.658 0.251
H -0.399 -0.659 1.266
H 1.857 0.137 1.730
H -0.769 -0.246 -1.816
H -1.907 0.735 -0.759
H -1.876 -1.040 -0.526
H 3.252 1.716 -0.399

Computed properties:
net charge = 0
HOMO-LUMO gap = 0.260 Ha

---

--- b ---
Entry from the Open Molecules 2025 dataset: an isolated molecule of C5H6S3 (wB97M-V/def2-TZVPD).

Geometry (Å):
S 3.864 -0.832 -0.103
C 3.088 0.594 0.024
C 1.616 0.643 0.023
S 0.791 2.088 -0.010
S 0.838 -0.884 -0.035
C -0.828 -0.443 0.507
C -2.052 -1.155 -0.018
C -1.671 0.216 -0.521
H 3.564 1.559 0.255
H -0.851 -0.034 1.577
H -1.913 -2.021 -0.630
H -2.961 -1.225 0.580
H -2.229 1.038 -0.148
H -1.256 0.456 -1.500

Computed properties:
SMILES = S=CC(=S)SC1CC1
net charge = 0
HOMO-LUMO gap = 0.254 Ha

---

The most stable of them is b.